No. 1
17
Properties=species:S:1:pos:R:3:mulliken_charge:R:1 method="wB97M-V/def2-TZVPD" total_charge=+1 lumo_ev="-3.970 / -3.970" orbital_gap_ev="8.350 / 8.354" e_homo_ev="-12.3 / -12.3"
C 0.53464 0.23153 -1.32277 -0.928
C 0.41695 -0.89627 0.76817 -0.759
C -0.40514 -0.66494 -0.41887 0.207
C 0.60696 1.30303 -0.16639 -0.131
C -1.58273 0.18461 -0.03731 0.322
N 1.10349 0.49891 0.94936 -0.131
O -3.11073 -1.47742 0.00633 -0.539
O -2.77764 -0.17636 0.10244 -0.026
S -1.15824 1.80594 0.13238 -0.067
H 1.40646 -0.28958 -1.50296 0.406
H 0.14023 0.46239 -2.30369 0.299
H -0.03077 -1.40687 1.65276 0.319
H 1.24346 -1.57825 0.35722 0.346
H -0.62183 -1.67156 -0.70215 0.513
H 1.24477 2.27022 -0.23961 0.429
H 0.88876 0.85919 1.91267 0.373
H 2.10136 0.54544 0.81242 0.368

No. 2
18
Properties=species:S:1:pos:R:3:mulliken_charge:R:1 method="wB97M-V/def2-TZVPD" total_charge=-1 lumo_ev=3.501 smiles="O=COCCNCC(=O)[O-]" orbital_gap_ev=7.580 e_homo_ev=-4.1
O -1.82694 2.03932 -0.65789 -0.481
C -1.90098 1.50476 0.40955 0.068
O -2.06580 0.19592 0.64452 -0.339
C -1.32862 -0.76210 -0.15740 -0.425
C -0.05848 -1.15477 0.59967 -0.698
N 0.81958 -0.07981 0.99986 -0.373
C 1.75106 0.47877 -0.00255 -0.463
C 1.63774 -0.22684 -1.38567 0.500
O 0.85592 0.29254 -2.20199 -0.712
O 2.32009 -1.27036 -1.49406 -0.733
H -1.86453 2.06289 1.36042 0.433
H -1.97634 -1.64218 -0.21579 0.309
H -1.14315 -0.39244 -1.16573 0.359
H -0.40325 -1.67673 1.50430 0.383
H 0.50795 -1.87794 0.00862 0.385
H 0.32118 0.61639 1.53181 0.251
H 1.57417 1.55197 -0.12529 0.251
H 2.78041 0.34059 0.34764 0.285

No. 3
19
Properties=species:S:1:pos:R:3:mulliken_spin:R:1 method="wB97M-V/def2-TZVPD" total_charge=0 multiplicity=2 s_squared=0.771 lumo_ev="-0.332 / -2.475" orbital_gap_ev="7.368 / 4.267" e_homo_ev="-7.7 / -6.7"
H 2.37382 -0.49320 1.62052 0.001
C 1.65235 1.08620 0.38921 0.111
O 2.64992 1.18782 -0.23012 0.059
C 0.39892 1.30948 0.82005 -0.040
C -0.66178 0.44951 0.44088 0.265
C -2.08003 0.88624 0.63140 -0.027
C -0.44618 -0.80835 -0.22492 -0.030
O 0.66424 -1.37719 -0.42724 0.033
N -0.58520 -0.13965 -2.89062 0.207
O 0.29707 -0.67090 -3.57506 0.218
O -1.62628 -0.80863 -2.60381 0.171
H 0.19940 2.32496 1.16588 -0.002
H -2.69718 0.07176 1.04728 0.011
H -2.21454 1.78183 1.27612 0.000
H -2.53859 1.07145 -0.35928 0.019
H 1.93920 -1.92090 1.93882 0.001
H -1.36303 -1.25861 -0.64337 0.005
O 2.44310 -1.40260 1.27309 0.002
H 1.59479 -1.28922 0.35115 -0.003

No. 4
14
Properties=species:S:1:pos:R:3:mulliken_charge:R:1 method="wB97M-V/def2-TZVPD" total_charge=0 lumo_ev=1.184 smiles=C1CC1[C@H]1CO1 orbital_gap_ev=11.211 e_homo_ev=-10.0
C -1.71955 -0.30005 -0.33134 -0.625
C -1.20583 1.10039 -0.32060 -0.538
C -0.43810 0.01124 0.39325 -0.095
C 0.83230 -0.51269 -0.18861 0.057
C 2.12057 -0.33301 0.47490 -0.413
O 1.51320 -1.61421 0.41097 -0.439
H -1.58049 -0.81713 -1.27905 0.208
H -2.64739 -0.55543 0.17230 0.258
H -1.72676 1.77423 0.35856 0.241
H -0.74095 1.56161 -1.18174 0.238
H -0.38921 0.36811 1.41147 0.346
H 0.81909 -0.59697 -1.27883 0.292
H 3.01562 -0.17020 -0.12296 0.234
H 2.14751 0.08411 1.48169 0.236

No. 5
14
Properties=species:S:1:pos:R:3:mulliken_charge:R:1 method="wB97M-V/def2-TZVPD" total_charge=0 lumo_ev=1.131 smiles=C[C@H]1[C@H]2CO[C@@H]12 orbital_gap_ev=10.339 e_homo_ev=-9.2
C -1.57916 0.21068 0.29542 -1.256
C -0.44630 0.52914 -0.64416 0.045
C 1.00472 0.59322 -0.19325 -0.354
C 1.14534 -0.48864 0.88403 -0.411
O 0.70123 -1.50273 -0.06076 -0.415
C 0.52315 -0.51525 -1.08087 -0.117
H -1.26553 -0.47008 1.08456 0.292
H -2.40343 -0.28751 -0.21890 0.324
H -1.96287 1.11390 0.77300 0.318
H -0.66274 1.26377 -1.41748 0.405
H 1.65641 1.42546 -0.43805 0.374
H 0.47004 -0.35850 1.74441 0.152
H 2.07072 -0.73761 1.38711 0.292
H 0.74842 -0.77583 -2.11506 0.352

No. 6
14
Properties=species:S:1:pos:R:3:mulliken_charge:R:1 method="wB97M-V/def2-TZVPD" total_charge=0 lumo_ev=1.128 smiles=C1OC[C@H]2C[C@@H]12 orbital_gap_ev=10.946 e_homo_ev=-9.8
C 1.26664 0.33253 -0.72739 -0.747
C 0.60933 0.40459 0.60388 0.020
C -0.77904 0.94952 0.78314 -0.553
O -1.66124 -0.17522 0.53431 -0.407
C -0.97678 -1.01044 -0.46005 -0.533
C 0.53136 -0.88842 -0.13855 -0.131
H 0.77466 0.73543 -1.60979 0.220
H 2.33510 0.58494 -0.71813 0.292
H 1.28155 0.39180 1.45084 0.359
H -0.96901 1.80361 0.09878 0.249
H -0.85101 1.34327 1.80891 0.322
H -1.27147 -0.60366 -1.43312 0.260
H -1.28168 -2.08399 -0.48100 0.323
H 0.99159 -1.78395 0.28817 0.326

No. 7
14
Properties=species:S:1:pos:R:3:mulliken_charge:R:1 method="wB97M-V/def2-TZVPD" total_charge=0 lumo_ev=-0.637 orbital_gap_ev=8.034 e_homo_ev=-8.7
C 1.37586 0.53400 -0.70635 -0.627
C 0.69051 0.28797 0.48126 0.076
C -0.94061 1.03749 0.81775 -0.305
O -1.85206 0.14760 0.75451 -0.589
C -0.79840 -1.32611 -0.67190 -0.760
C 0.34512 -1.09388 0.01734 -0.141
H 0.85120 0.53584 -1.65613 0.271
H 2.43318 0.80301 -0.74631 0.272
H 1.31071 0.32311 1.37732 0.344
H -0.95452 1.85992 0.07205 0.256
H -0.66172 1.41630 1.82003 0.308
H -1.31110 -0.55921 -1.23568 0.239
H -1.15372 -2.34377 -0.81203 0.299
H 0.95754 -1.90357 0.40161 0.359

No. 8
14
Properties=species:S:1:pos:R:3:mulliken_charge:R:1 method="wB97M-V/def2-TZVPD" total_charge=0 lumo_ev=0.660 orbital_gap_ev=10.062 e_homo_ev=-9.4
O -1.71173 0.90982 -0.88367 -0.634
C -0.55461 1.12817 -0.14608 0.454
C 0.07439 0.41120 0.96899 -0.514
C 0.13731 -1.07219 0.60232 -0.616
C 0.89717 -0.71964 -0.71435 -0.626
C 0.83868 0.76457 -0.35392 -0.452
H -1.59490 1.99299 -0.27913 0.425
H -0.49647 2.44799 0.23981 0.149
H 0.17339 0.82564 1.97105 0.354
H -0.83272 -1.57164 0.49059 0.261
H 0.75645 -1.63963 1.30318 0.292
H 1.92387 -1.09694 -0.71661 0.289
H 0.40786 -0.99551 -1.65649 0.261
H 1.61832 1.49896 -0.53862 0.356

No. 9
14
Properties=species:S:1:pos:R:3:mulliken_charge:R:1 method="wB97M-V/def2-TZVPD" total_charge=0 lumo_ev=1.122 smiles=C1C[C@@H]2C[C@@H]2O1 orbital_gap_ev=8.897 e_homo_ev=-7.8
C 1.53704 0.06607 -0.39331 -0.996
C 0.60066 0.20351 0.74703 0.176
C -0.75275 0.84169 0.45783 -0.666
C -1.44980 -0.18404 -0.43383 -0.439
O -0.64273 -1.33567 -0.54082 -0.343
C 0.45973 -1.17312 0.24110 -0.229
H 1.27360 0.47445 -1.36260 0.246
H 2.61220 0.03599 -0.18176 0.342
H 1.01175 0.33835 1.73781 0.368
H -0.65701 1.81064 -0.03900 0.283
H -1.31512 0.98530 1.38341 0.299
H -1.61954 0.15529 -1.45272 0.273
H -2.40585 -0.51788 -0.03510 0.288
H 1.34782 -1.70060 -0.12803 0.398

No. 10
14
Properties=species:S:1:pos:R:3:mulliken_charge:R:1 method="wB97M-V/def2-TZVPD" total_charge=0 lumo_ev=1.009 smiles=O[C@@]12CC[C@@H]1C2 orbital_gap_ev=9.993 e_homo_ev=-9.0
O 1.28828 0.74702 1.53719 -0.549
C 0.58179 0.35019 0.41325 0.597
C 0.69659 0.89184 -0.96301 -0.687
C -0.67012 0.84644 -0.29218 -0.355
C -1.22663 -0.57371 -0.28667 -0.544
C 0.08957 -1.08713 0.34838 -0.863
H 1.33338 -0.08929 2.01933 0.342
H 1.10437 1.89527 -1.06043 0.281
H 0.94686 0.22263 -1.78996 0.176
H -1.25933 1.75350 -0.18096 0.379
H -2.05626 -0.66497 0.42113 0.272
H -1.49994 -1.02471 -1.24497 0.255
H -0.06890 -1.53637 1.33716 0.413
H 0.73182 -1.74584 -0.24489 0.282

No. 11
14
Properties=species:S:1:pos:R:3:mulliken_charge:R:1 method="wB97M-V/def2-TZVPD" total_charge=0 lumo_ev=0.965 orbital_gap_ev=10.404 e_homo_ev=-9.4
C -1.56028 -0.94054 -0.55083 -1.153
C -0.58776 -0.02451 -1.24713 -0.057
C 0.55047 0.86815 0.82573 -0.458
C 0.31010 0.76729 -0.65928 -0.360
C 1.68663 -0.05991 1.20159 0.060
O 2.75270 0.30051 1.63518 -0.470
H -1.06897 -1.85612 -0.19924 0.259
H -2.02256 -0.46625 0.32212 0.332
H -2.36386 -1.24455 -1.22658 0.326
H -0.62756 -0.01667 -2.33507 0.362
H -0.34339 0.55976 1.38351 0.250
H 0.82170 1.88579 1.12174 0.274
H 0.97310 1.36295 -1.28475 0.338
H 1.47968 -1.13589 1.01299 0.297

No. 12
14
Properties=species:S:1:pos:R:3:mulliken_charge:R:1 method="wB97M-V/def2-TZVPD" total_charge=0 lumo_ev=1.072 orbital_gap_ev=10.647 e_homo_ev=-9.6
C 0.76771 -1.21655 -0.60857 -0.483
C 0.45010 -1.11466 0.85602 -0.835
C 0.04412 -0.01063 -0.10250 0.610
C 0.32152 1.46048 0.22566 -0.408
O -1.09449 1.68196 0.36382 -0.412
C -1.35315 0.50990 -0.42423 -0.462
H 1.80387 -1.19144 -0.93079 0.237
H 0.14791 -1.92022 -1.16012 0.242
H -0.26649 -1.80038 1.30365 0.239
H 1.30038 -0.90585 1.50909 0.234
H 0.87083 1.65139 1.15165 0.302
H 0.71613 2.09653 -0.57994 0.217
H -2.24287 -0.05040 -0.12190 0.297
H -1.46557 0.80987 -1.48183 0.223

No. 13
14
Properties=species:S:1:pos:R:3:mulliken_charge:R:1 method="wB97M-V/def2-TZVPD" total_charge=0 lumo_ev=1.198 orbital_gap_ev=10.408 e_homo_ev=-9.2
C -1.09777 -1.10159 -1.47247 -1.140
C 0.02525 -0.53481 -0.65479 0.102
C 0.08101 0.71655 -0.20310 -0.154
C 1.24243 1.30418 0.54400 -1.207
C 0.01992 -0.89241 2.54852 0.151
O -0.86269 -0.31592 2.97290 -0.161
H -1.45586 -2.05035 -1.05691 0.296
H -1.94341 -0.40739 -1.51713 0.299
H -0.76853 -1.30404 -2.50009 0.291
H 0.86531 -1.20141 -0.44936 0.310
H 1.79774 1.99512 -0.10196 0.353
H -0.75287 1.38962 -0.41078 0.242
H 1.93591 0.52657 0.88143 0.308
H 0.91355 1.87588 1.41974 0.308

No. 14
14
Properties=species:S:1:pos:R:3:mulliken_charge:R:1 method="wB97M-V/def2-TZVPD" total_charge=0 lumo_ev=-0.544 orbital_gap_ev=7.681 e_homo_ev=-8.2
C 2.81362 0.13888 -0.58782 -0.861
C 1.63778 -0.10207 -0.00121 -0.231
C 0.30032 0.34565 0.01963 -0.091
C -0.86823 -0.45026 -0.36500 -0.125
C -2.09937 -0.05916 0.49372 -0.448
O -2.11779 1.31798 0.73268 -0.486
H 1.72701 -0.66550 0.93559 0.188
H 3.70996 -0.26328 -0.13901 0.235
H 2.94297 0.71397 -1.48901 0.262
H -1.04601 -0.04178 -1.38229 0.226
H -0.72671 -1.53425 -0.46770 0.382
H -3.02653 -0.32895 -0.02295 0.295
H -2.06969 -0.63229 1.43471 0.256
H -1.17735 1.56105 0.83866 0.398

No. 15
14
Properties=species:S:1:pos:R:3:mulliken_charge:R:1 method="wB97M-V/def2-TZVPD" total_charge=0 lumo_ev=0.966 smiles="OC1CC=CC1" orbital_gap_ev=10.143 e_homo_ev=-9.2
O -0.18257 -0.47411 -2.03699 -0.559
C 0.41565 -0.54834 -0.74635 0.144
C 0.90849 0.83240 -0.29203 -0.547
C 0.21586 1.06352 1.02778 -0.372
C -0.79309 0.20177 1.21682 -0.468
C -0.53816 -1.03580 0.36957 -0.773
H -1.12595 -0.28125 -1.94225 0.324
H 1.24539 -1.25164 -0.82153 0.269
H 0.48583 1.55756 -0.99946 0.237
H 1.99437 0.95978 -0.35396 0.320
H 0.45281 1.94954 1.61312 0.376
H -1.33830 -1.62124 -0.09659 0.408
H -1.58136 0.31512 1.96521 0.389
H -0.04174 -1.74226 1.05572 0.252

No. 16
14
Properties=species:S:1:pos:R:3:mulliken_charge:R:1 method="wB97M-V/def2-TZVPD" total_charge=0 lumo_ev=0.809 smiles="C=C[C@H]1C[C@H]1O" orbital_gap_ev=9.609 e_homo_ev=-8.8
C -1.17532 0.01367 -0.43406 0.098
C -1.15041 -1.12462 0.50181 -0.634
C 0.13696 -0.65104 -0.27861 -0.130
C 1.18189 0.13972 0.27139 -0.071
C 2.49236 0.10314 -0.06352 -0.803
H -2.12949 1.68576 0.07109 0.313
H -1.79888 -0.22846 -1.32810 0.299
H -1.67451 -2.08624 0.15250 0.232
H -1.22784 -0.79613 1.55345 0.279
H 0.27825 -1.37742 -1.08650 0.314
H 0.84582 0.91428 1.03063 0.158
H 3.16589 0.85892 0.46597 0.208
H 2.96671 -0.53801 -0.83320 0.260
O -1.16735 1.33525 -0.00099 -0.524

No. 17
14
Properties=species:S:1:pos:R:3:mulliken_charge:R:1 method="wB97M-V/def2-TZVPD" total_charge=0 lumo_ev=1.039 smiles=C1CC12COC2 orbital_gap_ev=10.615 e_homo_ev=-9.6
C -1.17388 0.86716 -0.44246 -0.533
C -1.28581 -0.34029 0.45395 -0.885
C 0.04049 0.11509 -0.07114 0.753
C 0.89020 -0.87654 -0.80183 -0.426
O 1.82590 -0.87163 0.30848 -0.437
C 1.18843 0.43449 0.82958 -0.474
H -1.47646 0.79016 -1.47859 0.243
H -1.32828 1.83907 0.01730 0.244
H -1.53300 -0.19496 1.50262 0.240
H -1.66218 -1.26811 0.02688 0.225
H 0.41969 -1.85495 -0.96564 0.294
H 1.27257 -0.50474 -1.77010 0.220
H 0.81604 0.78033 1.83694 0.278
H 2.00629 1.08492 0.55401 0.259

No. 18
14
Properties=species:S:1:pos:R:3:mulliken_charge:R:1 method="wB97M-V/def2-TZVPD" total_charge=0 lumo_ev="-0.509 / -0.510" orbital_gap_ev="8.015 / 8.014" e_homo_ev="-8.5 / -8.5"
C -0.94179 -1.30425 0.72620 -1.301
C -0.34521 -0.34459 -0.27550 0.093
C -0.42040 1.14663 -0.04107 -0.537
C 1.00391 1.31106 -0.47370 -0.148
C 1.42798 -0.05463 -0.47972 0.014
O 2.30164 -0.73801 -1.01733 -0.684
H -0.66518 -2.34440 0.53242 0.348
H -0.67243 -1.05665 1.75923 0.318
H -2.03608 -1.23329 0.64550 0.347
H -0.60668 -0.61247 -1.29997 0.392
H -1.09600 1.63270 -0.75536 0.292
H -0.68554 1.48323 0.96716 0.269
H 1.44635 2.17526 -0.97454 0.376
H 1.28942 -0.06058 0.68668 0.221

No. 19
14
Properties=species:S:1:pos:R:3:mulliken_charge:R:1 method="wB97M-V/def2-TZVPD" total_charge=0 lumo_ev=0.968 smiles="C[C@H]1C=C[C@@H]1O" orbital_gap_ev=10.716 e_homo_ev=-9.7
C -0.03381 1.47794 0.48086 -0.593
C -1.09413 1.31391 -0.27341 -0.620
C 0.28458 -0.05295 0.58972 0.202
C -0.95370 -0.21893 -0.40850 0.021
C 1.61193 -0.60494 -0.08283 -1.216
O -2.03222 -0.92728 0.31233 -0.517
H 0.32572 2.35462 0.98087 0.386
H -1.70903 1.92894 -0.87043 0.407
H 0.15661 -0.57781 1.57500 0.277
H -0.73691 -0.42357 -1.46837 0.394
H 1.77997 -0.33463 -1.15973 0.305
H 1.71713 -1.76715 -0.15310 0.302
H 2.53945 -0.36856 0.42504 0.354
H -1.85558 -1.79958 0.05255 0.297

No. 20
14
Properties=species:S:1:pos:R:3:mulliken_charge:R:1 method="wB97M-V/def2-TZVPD" total_charge=0 lumo_ev=1.038 smiles="C1=CCOCC1" orbital_gap_ev=9.911 e_homo_ev=-8.9
C -0.63205 0.42812 1.04926 -0.540
C 0.50297 -0.60182 1.11543 -0.333
C 1.10228 -0.71237 -0.23815 -0.377
C 0.53386 -0.12905 -1.29597 -0.360
C -0.91322 0.27384 -1.27624 -0.262
O -1.51461 0.10439 0.00131 -0.397
H -1.21158 0.41134 1.97329 0.310
H -0.24809 1.45883 0.91499 0.328
H 1.30330 -0.22937 1.77300 0.274
H 0.15031 -1.56260 1.48118 0.255
H 2.15390 -0.97165 -0.34930 0.359
H 1.35962 0.52985 -1.54995 0.203
H -1.56555 -0.30892 -1.94523 0.278
H -0.97209 1.31696 -1.61424 0.262